*P*
The following is a quantum chemistry calculation of 2 unconnected molecules or ions with the total composition C4H12, from the Open Molecules 2025 dataset.

## Properties
* HOMO-LUMO gap: 11.99 eV
* SMILES string: CC.CC
* total charge: 0

Cartesian coordinates (Å):
C  -1.34808  -2.05479  1.54998
C  -0.27861  -1.84909  0.48654
H  -1.22385  -2.88801  2.28489
H  -1.55193  -1.21552  2.22669
H  -2.24601  -2.20697  0.95889
H  0.01082  -2.67546  -0.15655
H  -0.56934  -0.92449  -0.11705
H  0.80419  -1.56461  1.00790
C  0.56116  2.32942  -1.61953
C  1.18824  1.46600  -0.56370
H  0.28098  1.68017  -2.42833
H  -0.48351  2.68262  -1.16818
H  0.82307  3.39425  -1.80401
H  0.45683  0.58745  -0.33819
H  1.28784  1.99924  0.39275
H  2.28818  1.23979  -0.71210

*Q*
The following is a quantum chemistry calculation of 2 unconnected molecules or ions with the total composition C4H12, from the Open Molecules 2025 dataset.

## Properties
* HOMO-LUMO gap: 12.77 eV
* SMILES string: CC.CC
* total charge: 0

Cartesian coordinates (Å):
C  -1.04532  2.32572  -0.10413
C  -2.12185  1.91994  0.92922
H  -0.49256  3.18666  0.26558
H  -0.27951  1.55158  -0.16456
H  -1.49150  2.54510  -1.06563
H  -1.76148  2.11950  1.93701
H  -3.04398  2.48109  0.80251
H  -2.34596  0.85860  0.84848
C  1.44500  -2.89111  -0.42804
C  1.71563  -1.38772  -0.44199
H  1.54827  -3.32886  -1.41591
H  2.02718  -3.39679  0.34174
H  0.39353  -3.09015  -0.18304
H  1.01009  -0.81163  0.16915
H  2.69882  -1.11414  -0.04292
H  1.74362  -0.96778  -1.44747

*R*
The following is a quantum chemistry calculation of 2 unconnected molecules or ions with the total composition C4H12, from the Open Molecules 2025 dataset.

## Properties
* HOMO-LUMO gap: 12.52 eV
* SMILES string: CC.CC
* total charge: 0

Cartesian coordinates (Å):
C  0.78983  -0.19365  -2.48089
C  1.34754  -0.70695  -1.03686
H  -0.12987  0.32538  -2.27622
H  1.48378  0.41502  -3.05520
H  0.55193  -1.14006  -2.87033
H  2.20978  -1.35933  -1.24003
H  0.45320  -1.24282  -0.64705
H  1.47666  0.13315  -0.24195
C  -0.39553  0.79212  2.07704
C  -1.66094  0.23172  1.44011
H  0.22872  1.50961  1.33031
H  -0.69629  1.15178  3.00789
H  0.29897  -0.02142  2.28003
H  -1.92916  0.84672  0.58794
H  -2.47622  0.09630  2.14819
H  -1.55242  -0.83756  0.97702

*S*
The following is a quantum chemistry calculation of 2 unconnected molecules or ions with the total composition C4H12, from the Open Molecules 2025 dataset.

## Properties
* HOMO-LUMO gap: 12.03 eV
* SMILES string: CC.CC
* total charge: 0

Cartesian coordinates (Å):
C  -2.10699  0.57488  -0.69527
C  -1.91493  -0.91949  -1.09914
H  -2.80358  0.46668  0.25002
H  -1.21636  1.04969  -0.22888
H  -2.51444  1.27366  -1.42425
H  -1.63948  -1.75111  -0.43150
H  -2.80859  -1.37043  -1.62626
H  -0.93952  -0.97553  -1.67713
C  1.40156  0.29212  0.37769
C  2.60035  0.09379  1.39502
H  1.39145  -0.47254  -0.38546
H  0.41081  0.24590  0.85775
H  1.61928  1.22871  -0.18126
H  2.34357  0.75035  2.28974
H  3.55425  0.27362  0.91735
H  2.72263  -0.96680  1.77011

The winner here is *Q*, beating the second structure by 18.0 kcal/mol.

*P*
The following is a quantum chemistry calculation of 2 unconnected molecules or ions with the total composition C4H12, from the Open Molecules 2025 dataset.

## Properties
* HOMO-LUMO gap: 12.75 eV
* SMILES string: CC.CC
* total charge: 0

Cartesian coordinates (Å):
C  -2.35556  2.17322  -0.14741
C  -1.01282  2.76818  0.33495
H  -2.98178  3.01374  -0.44197
H  -2.19598  1.49023  -0.98607
H  -2.81517  1.58690  0.64708
H  -0.67168  3.53344  -0.37104
H  -0.23419  2.01916  0.21054
H  -1.16868  3.18476  1.32049
C  0.97720  -2.76840  -0.12134
C  2.37721  -2.16328  -0.04819
H  0.87944  -3.64441  0.52971
H  0.18265  -2.12856  0.25783
H  0.72362  -3.07643  -1.12818
H  2.64768  -2.05661  1.00367
H  2.39338  -1.14662  -0.42850
H  3.08777  -2.79288  -0.58757

*Q*
The following is a quantum chemistry calculation of 2 unconnected molecules or ions with the total composition C4H12, from the Open Molecules 2025 dataset.

## Properties
* HOMO-LUMO gap: 12.09 eV
* SMILES string: CC.CC
* total charge: 0

Cartesian coordinates (Å):
C  0.93830  0.96549  -1.63117
C  2.33395  0.49283  -1.45738
H  0.51945  0.46743  -2.53802
H  0.19083  0.94277  -0.81990
H  0.79895  2.09961  -1.86458
H  2.26957  -0.61464  -1.41429
H  2.62824  0.94642  -0.46300
H  3.06784  0.85875  -2.26536
C  -1.76507  -1.39286  1.95639
C  -1.48247  -0.15053  1.05790
H  -2.77569  -1.81276  1.83145
H  -0.91789  -2.08343  2.02755
H  -1.62230  -0.99228  3.01180
H  -0.74983  0.47057  1.59172
H  -2.47138  0.36763  0.87623
H  -0.96251  -0.56502  0.10067

The winner here is *P*, beating the second structure by 18.9 kcal/mol.

*P*
The following is a quantum chemistry calculation of 2 unconnected molecules or ions with the total composition C4H12, from the Open Molecules 2025 dataset.

## Properties
* HOMO-LUMO gap: 12.31 eV
* SMILES string: CC.CC
* total charge: 0

Cartesian coordinates (Å):
C  1.00361  0.85679  -1.37301
C  1.23521  2.34778  -0.95309
H  1.34107  0.69925  -2.34954
H  1.28824  0.22239  -0.53624
H  -0.04861  0.87458  -1.64355
H  0.14895  2.69344  -0.60234
H  1.92829  2.32589  -0.16060
H  1.55974  3.04326  -1.89846
C  -1.14109  -0.88384  1.32201
C  -1.05363  -2.38744  1.09300
H  -0.23432  -0.29125  0.98397
H  -1.96001  -0.40282  0.61298
H  -1.22047  -0.62927  2.28955
H  -0.01774  -2.63122  0.90835
H  -1.18812  -3.02487  1.95276
H  -1.64113  -2.81267  0.35419

*Q*
The following is a quantum chemistry calculation of 2 unconnected molecules or ions with the total composition C4H12, from the Open Molecules 2025 dataset.

## Properties
* HOMO-LUMO gap: 12.32 eV
* SMILES string: CC.CC
* total charge: 0

Cartesian coordinates (Å):
C  -1.50868  -1.35404  2.17742
C  -1.19694  -1.15579  0.71676
H  -1.18750  -2.31072  2.67197
H  -1.01326  -0.62413  2.73030
H  -2.57823  -1.52138  2.30624
H  -0.70082  -0.15561  0.62801
H  -0.48616  -1.98549  0.34335
H  -2.11737  -1.22717  0.10684
C  1.12328  1.00569  -2.11431
C  1.61497  1.55705  -0.76897
H  1.70163  0.15583  -2.52714
H  0.13859  0.55735  -2.10580
H  1.02086  1.80022  -2.85566
H  1.19337  0.95333  -0.00158
H  1.20320  2.58907  -0.68881
H  2.62992  1.45121  -0.67309

The winner here is *Q*, beating the second structure by 19.0 kcal/mol.

*P*
The following is a quantum chemistry calculation of 2 unconnected molecules or ions with the total composition C4H12, from the Open Molecules 2025 dataset.

## Properties
* HOMO-LUMO gap: 12.43 eV
* SMILES string: CC.CC
* total charge: 0

Cartesian coordinates (Å):
C  -0.31006  2.34494  -0.97684
C  -1.51502  1.74220  -0.20851
H  0.61977  2.39047  -0.37972
H  0.05259  1.72939  -1.80912
H  -0.37701  3.34143  -1.39252
H  -1.40089  1.91588  0.87079
H  -1.58403  0.66843  -0.27789
H  -2.31573  2.46055  -0.41290
C  0.73276  -2.77580  0.92841
C  0.90806  -1.40159  0.24827
H  0.51373  -2.68645  1.99120
H  -0.01109  -3.34167  0.39099
H  1.74011  -3.21341  1.00329
H  0.93143  -1.64223  -0.82405
H  0.15612  -0.64799  0.48517
H  1.85927  -0.88414  0.36341

*Q*
The following is a quantum chemistry calculation of 2 unconnected molecules or ions with the total composition C4H12, from the Open Molecules 2025 dataset.

## Properties
* HOMO-LUMO gap: 12.69 eV
* SMILES string: CC.CC
* total charge: 0

Cartesian coordinates (Å):
C  -1.45286  1.36925  -0.21958
C  -1.88728  1.66217  -1.65854
H  -1.42927  2.25631  0.41307
H  -2.19011  0.68148  0.22152
H  -0.56334  0.74783  -0.22489
H  -1.25238  1.11372  -2.35401
H  -1.69410  2.69460  -1.97470
H  -2.90702  1.41142  -1.94610
C  1.57447  -0.92075  1.46342
C  1.78412  -1.99564  0.41022
H  1.78024  0.09882  1.15126
H  0.56564  -0.97066  1.89993
H  2.13878  -1.16559  2.36614
H  1.45166  -1.73403  -0.59463
H  2.81912  -2.33694  0.36211
H  1.26233  -2.91200  0.68477

The winner here is *Q*, beating the second structure by 8.9 kcal/mol.